Entry 1:
# C6H14FeINOS

A molecular structure, C6H14FeINOS in a non-equilibrium geometry (wB97M-V/def2-TZVPD, OMol25).

XYZ file:
```
25
Properties=species:S:1:pos:R:3:lowdin_charge:R:1
C 2.23 -1.10 -0.20 -0.103
C 2.75 0.29 -0.06 -0.292
C 1.53 1.17 0.17 -0.741
I 2.25 3.20 0.24 1.038
C 0.49 1.09 -0.94 -0.192
O -0.37 -0.14 -0.93 -0.295
C -1.76 0.24 -0.81 -0.137
C -2.68 -0.76 -0.03 -0.248
N -3.18 -0.25 1.22 -0.381
S -1.96 0.23 2.29 0.899
H 1.36 -1.06 -0.88 0.063
H 2.93 -1.78 -0.67 0.132
H 2.02 -1.58 0.80 0.117
H 3.39 0.37 0.81 0.128
H 3.38 0.54 -0.90 0.132
H 1.05 1.02 1.13 0.071
H 1.03 1.14 -1.88 0.151
H -0.11 1.99 -0.90 0.102
H -1.86 1.22 -0.36 0.126
H -2.20 0.24 -1.80 0.152
H -2.07 -1.69 0.24 0.095
H -3.47 -1.09 -0.69 0.149
H -3.66 -1.00 1.70 0.097
H -1.06 -0.84 2.17 -0.145
Fe -0.02 -1.45 0.29 1.083
```

The highest occupied orbital energy (spin up / spin down) comes out at -15.99 / -15.98 eV. The HOMO-LUMO gap (spin up / spin down) comes out at 6.46 / 5.80 eV. As for the multiplicity: 5. The max |F| is 0.0509 Eh/bohr. Its energy above the lowest of the compared OMol25 structures with the same formula, charge and spin is 0.570 eV. Its charge is +2. Its calculated total energy is -63288.37749 eV.

=====

Entry 2:
# C36H40N8O4S4V

A molecular structure, C36H40N8O4S4V in a non-equilibrium geometry (wB97M-V/def2-TZVPD, OMol25).

XYZ file:
```
93
Properties=species:S:1:pos:R:3:lowdin_charge:R:1
V 0.09 -0.34 -0.50 0.654
C 3.22 0.20 0.37 -0.019
C 2.77 -1.23 0.39 -0.276
C 3.78 -2.21 0.55 0.005
C 3.45 -3.53 0.65 0.029
C 2.09 -3.91 0.60 -0.145
C 1.66 -5.24 0.72 -0.023
C 0.32 -5.55 0.62 -0.069
C -0.62 -4.53 0.40 -0.104
C -0.22 -3.22 0.30 -0.577
S -1.37 -1.94 0.07 0.789
C 1.15 -2.87 0.40 -0.278
N 1.50 -1.56 0.30 0.011
H 3.83 0.37 -0.52 0.100
H 3.84 0.40 1.24 0.104
H 2.39 0.91 0.34 0.035
H 4.81 -1.89 0.59 0.122
H 4.21 -4.29 0.77 0.125
H 2.39 -6.02 0.89 0.115
H -0.01 -6.57 0.69 0.109
H -1.66 -4.77 0.29 0.099
O -2.05 4.94 3.19 -0.045
C -0.71 4.51 3.24 -0.201
C -0.58 3.23 2.46 -0.155
C 0.37 2.26 2.77 0.036
C 0.47 1.14 1.97 -0.134
N -0.29 0.94 0.90 -0.034
C -1.22 1.87 0.59 -0.184
C -1.40 3.01 1.36 0.074
C -1.95 1.60 -0.63 -0.177
C -2.99 2.37 -1.14 0.079
C -3.60 2.00 -2.33 -0.153
C -4.66 2.84 -2.99 -0.209
O -4.37 3.02 -4.36 -0.037
C -3.16 0.83 -2.95 0.045
C -2.14 0.11 -2.38 -0.113
N -1.52 0.50 -1.27 -0.070
H -2.13 5.77 3.68 0.103
H -0.37 4.35 4.27 0.133
H -0.05 5.25 2.76 0.142
H 1.02 2.37 3.62 0.131
H 1.17 0.35 2.22 0.065
H -2.16 3.73 1.12 0.125
H -3.30 3.27 -0.64 0.125
H -4.76 3.81 -2.47 0.127
H -5.63 2.34 -2.96 0.140
H -3.51 3.45 -4.44 0.105
H -3.62 0.51 -3.88 0.134
H -1.83 -0.85 -2.79 0.105
N 6.16 4.01 -4.48 0.123
C 5.01 3.57 -3.91 -0.315
C 4.33 4.33 -2.95 -0.014
C 3.17 3.87 -2.38 -0.055
C 2.65 2.64 -2.74 -0.281
C 3.33 1.85 -3.67 -0.075
C 4.49 2.31 -4.24 -0.014
S 1.11 2.11 -2.02 0.634
O 1.05 2.62 -0.67 -0.281
O -0.01 2.40 -2.87 -0.313
N 1.21 0.49 -1.83 -0.236
C 0.85 -0.34 -2.79 -0.750
S 0.47 0.10 -4.45 1.101
C 0.08 -1.57 -4.73 -0.358
C 0.25 -2.30 -3.60 -0.220
N 0.68 -1.61 -2.52 0.031
H 6.42 4.97 -4.37 0.103
H 6.52 3.53 -5.29 0.103
H 4.73 5.30 -2.66 0.115
H 2.64 4.46 -1.64 0.116
H 2.94 0.88 -3.94 0.073
H 5.01 1.69 -4.97 0.116
H -0.25 -1.88 -5.70 0.067
H 0.09 -3.36 -3.51 0.117
C -2.97 -5.21 3.05 -0.078
C -2.38 -4.69 4.35 -0.230
N -1.23 -3.85 4.12 -0.015
C -1.25 -2.59 3.66 -0.826
S 0.22 -1.84 3.35 0.720
N -2.42 -1.97 3.48 0.009
C -2.56 -0.59 3.07 -0.285
C -2.43 0.37 4.25 -0.074
H -3.88 -5.76 3.26 0.076
H -2.27 -5.88 2.56 0.065
H -3.20 -4.40 2.37 0.064
H -2.06 -5.52 4.98 0.122
H -3.13 -4.12 4.92 0.113
H -0.32 -4.28 4.11 0.116
H -3.26 -2.43 3.78 0.130
H -1.77 -0.39 2.33 0.025
H -3.53 -0.48 2.59 0.123
H -3.19 0.16 5.00 0.075
H -2.54 1.39 3.91 0.063
H -1.45 0.26 4.69 0.057
```

The highest occupied orbital energy (spin up / spin down) comes out at -9.68 / -9.74 eV. The HOMO-LUMO gap (spin up / spin down) comes out at 6.68 / 6.57 eV. As for the multiplicity: 3. The max |F| is 0.0610 Eh/bohr. Its charge is +1. Its calculated total energy is -127119.44431 eV.

=====

Entry 3:
# C2H4N2O

2 unconnected molecules or ions with the total composition C2H4N2O in a non-equilibrium geometry (wB97M-V/def2-TZVPD, OMol25).

XYZ file:
```
9
Properties=species:S:1:pos:R:3:lowdin_charge:R:1
N -1.77 0.42 -0.65 0.126
C -1.66 -0.75 -0.39 -0.438
N -1.68 -1.74 0.30 0.150
H -1.23 1.24 -0.41 0.062
H -1.78 -2.80 0.22 0.118
C 1.47 0.12 -0.09 -0.197
O 1.33 -1.05 -0.21 0.007
H 1.37 0.84 0.85 0.108
H 1.76 0.80 -0.89 0.064
```

Its SMILES is N=C=N.C=O. The highest occupied orbital energy comes out at -9.63 eV. The HOMO-LUMO gap comes out at 10.33 eV. The max |F| is 0.0746 Eh/bohr. Its energy above the lowest of the compared OMol25 structures with the same formula, charge and spin is 2.480 eV. Its calculated total energy is -7163.99973 eV.

=====

Entry 4:
# C3H6NO2S

A gas-phase ion, C3H6NO2S (charge -1) in a non-equilibrium geometry (wB97M-V/def2-TZVPD, OMol25).

XYZ file:
```
13
Properties=species:S:1:pos:R:3:lowdin_charge:R:1
C 0.81 0.67 -0.60 -0.351
C -0.20 1.21 0.40 -0.347
C -1.01 -1.52 0.79 -0.406
N 1.75 -0.13 0.13 -0.069
O 2.54 -0.91 -0.48 -0.098
O -1.80 -0.19 -1.37 -0.617
S -1.60 -0.06 0.10 0.641
H 0.28 0.14 -1.52 0.129
H 1.23 1.54 -1.08 0.105
H 0.18 1.14 1.49 0.107
H -0.56 2.16 0.11 0.033
H -0.32 -2.14 0.27 -0.054
H -1.29 -1.92 1.75 -0.074
```

The highest occupied orbital energy (spin up / spin down) comes out at -2.15 / -2.15 eV. The HOMO-LUMO gap (spin up / spin down) comes out at 5.75 / 5.74 eV. The max |F| is 0.0837 Eh/bohr. Its energy above the lowest of the compared OMol25 structures with the same formula, charge and spin is 6.406 eV. Its charge is -1. Its calculated total energy is -19624.12223 eV.